A) Below is the ion C5H10N2 with charge +2, with properties calculated with ωB97M-V/def2-TZVPD.

Computed properties:
**HOMO-LUMO gap**: 10.43 eV
**Charge**: +2
**Multiplicity**: 1
**LUMO**: -10.9102 eV

Last column: Mulliken charge in e.
Geometry (Å):
C1 -1.388 1.456 1.647  -0.742
N1 -0.790 0.404 0.880  0.091
C2 -1.325 -0.677 0.392  0.126
C3 -0.282 -1.406 -0.331  -0.690
N2 0.896 -0.575 -0.167  0.089
C4 2.136 -0.925 -0.764  -0.755
C5 0.565 0.446 0.547  -0.009
H1 -0.886 1.565 2.614  0.377
H2 -2.447 1.272 1.820  0.294
H3 -1.280 2.412 1.120  0.392
H4 -2.362 -0.958 0.525  0.477
H5 -0.123 -2.425 0.070  0.438
H6 -0.552 -1.594 -1.386  0.436
H7 2.960 -0.336 -0.363  0.343
H8 2.095 -0.759 -1.849  0.368
H9 2.344 -1.992 -0.629  0.336
H10 1.013 1.371 1.151  0.429

B) Below is the ion C5H10N2 with charge +2, with properties calculated with ωB97M-V/def2-TZVPD.

Computed properties:
**HOMO-LUMO gap (alpha / beta)**: 8.47 / 6.57 eV
**Charge**: +2
**Multiplicity**: 1
**LUMO (alpha / beta)**: -10.0092 / -11.5272 eV

Last column: Mulliken charge in e.
Geometry (Å):
C1 0.785 1.156 -0.190  -0.154
C2 0.510 -1.127 0.223  0.019
C3 -1.796 -0.273 0.166  0.602
C4 -2.949 0.471 -0.064  -1.117
C5 2.672 -0.196 0.067  -0.720
N1 -0.832 -1.154 0.183  -0.115
N2 1.297 -0.009 -0.074  0.161
H1 -0.211 1.356 -0.171  0.122
H2 1.040 -2.074 0.176  0.338
H3 1.352 2.029 -0.362  0.364
H4 -3.787 -0.197 0.332  0.354
H5 -3.257 0.823 -0.966  0.410
H6 -3.369 1.282 0.682  0.416
H7 2.981 0.687 0.811  0.371
H8 3.282 0.121 -0.867  0.360
H9 2.847 -1.260 0.390  0.274
H10 -1.196 -2.050 0.447  0.316

C) Below is a cluster of 2 separate species, C5H10N2 in total, with properties calculated with ωB97M-V/def2-TZVPD.

Computed properties:
**HOMO-LUMO gap**: 10.38 eV
**Charge**: +2
**Multiplicity**: 1
**LUMO**: -9.5359 eV

Last column: Mulliken charge in e.
Geometry (Å):
C1 0.398 0.635 0.173  -0.284
C2 -2.656 -1.595 -0.129  -0.163
C3 0.221 0.833 1.664  -0.313
C4 2.893 0.836 0.707  -0.570
C5 -1.075 -0.924 -1.858  -0.247
N1 1.469 0.821 0.819  0.157
N2 -1.788 -1.162 -0.818  0.116
H1 -2.361 -1.552 0.944  0.213
H2 -3.660 -1.841 -0.331  0.347
H3 0.226 1.673 2.268  0.333
H4 -0.098 -0.209 2.062  0.253
H5 2.942 1.420 -0.281  0.306
H6 3.211 -0.237 0.678  0.311
H7 3.365 1.339 1.504  0.316
H8 -0.342 -1.635 -2.170  0.385
H9 0.206 0.353 -0.614  0.416
H10 -1.275 0.134 -2.129  0.425

Which of them is the most stable, and which is the least stable? A) and C), in that order.

A) Below is the molecule C2H4N2O2, with properties calculated with ωB97M-V/def2-TZVPD.

Computed properties:
**HOMO-LUMO gap**: 10.82 eV
**Multiplicity**: 1
**LUMO**: 0.8505 eV

Last column: Mulliken charge in e.
Geometry (Å):
H1 -2.546 -0.773 -0.258  0.275
N1 -2.116 0.146 -0.154  -0.649
C1 -0.902 0.059 0.103  0.582
N2 -0.064 1.193 0.388  -0.291
O1 1.245 0.813 -0.309  -0.295
C2 1.215 -0.578 0.052  -0.025
O2 -0.136 -1.014 0.083  -0.311
H2 -0.380 2.048 -0.180  0.318
H3 1.864 -1.071 -0.746  0.199
H4 1.820 -0.823 1.021  0.196

B) Below is the molecule C2H4N2O2, with properties calculated with ωB97M-V/def2-TZVPD.

Computed properties:
**HOMO-LUMO gap**: 9.87 eV
**Multiplicity**: 1
**LUMO**: 0.5609 eV

Last column: Mulliken charge in e.
Geometry (Å):
N1 -0.485 0.484 -1.593  -0.263
N2 0.496 1.057 -0.911  -0.396
C1 0.839 0.649 0.268  -0.149
C2 0.303 -0.458 1.091  0.683
O1 0.714 -0.684 2.204  -0.553
O2 -0.660 -1.216 0.514  -0.499
H1 -1.091 -0.177 -1.150  0.229
H2 -0.846 0.984 -2.394  0.224
H3 1.609 1.229 0.773  0.380
H4 -0.879 -1.866 1.199  0.343

C) Below is the molecule C2H4N2O2, with properties calculated with ωB97M-V/def2-TZVPD.

Computed properties:
**HOMO-LUMO gap**: 11.05 eV
**Multiplicity**: 1
**LUMO**: 0.3571 eV

Last column: Mulliken charge in e.
Geometry (Å):
N1 1.268 0.405 0.070  -0.327
C1 0.670 -0.749 0.453  0.493
O1 1.094 -1.611 1.176  -0.519
N2 -0.662 -0.875 -0.248  -0.435
C2 -1.410 0.333 -0.125  0.175
O2 -1.139 1.358 -0.712  -0.529
H1 2.150 0.691 0.465  0.214
H2 0.675 1.077 -0.417  0.233
H3 -0.387 -0.923 -1.231  0.314
H4 -2.260 0.295 0.568  0.380

Which of them is the most stable, and which is the least stable? C) and A), in that order.

A) Below is a cluster of 2 separate species, C8H14O in total, with properties calculated with ωB97M-V/def2-TZVPD.

Computed properties:
**HOMO-LUMO gap**: 10.47 eV
**Multiplicity**: 1
**LUMO**: 1.0327 eV

Last column: Mulliken charge in e.
Geometry (Å):
C1 1.444 -2.027 0.111  -0.863
C2 1.769 -0.759 -0.066  -0.373
C3 1.217 0.168 -1.109  0.915
C4 0.120 -0.400 -1.985  -1.495
C5 0.778 1.497 -0.455  -0.318
O1 1.317 1.997 0.496  -0.501
H1 0.747 -2.546 -0.526  0.255
H2 1.878 -2.607 0.910  0.274
H3 2.469 -0.280 0.607  0.355
H4 2.054 0.490 -1.747  0.296
H5 -0.778 -0.586 -1.363  0.132
H6 -0.162 0.311 -2.760  0.458
H7 0.426 -1.324 -2.467  0.439
H8 0.080 2.069 -1.099  0.398
C6 -2.262 0.372 0.130  -0.971
C7 -1.514 0.958 1.063  0.057
C8 -0.835 0.228 2.176  -1.010
H9 -2.416 -0.698 0.123  0.386
H10 -2.850 0.945 -0.570  0.305
H11 -1.513 2.037 1.151  0.377
H12 0.194 0.580 2.275  0.243
H13 -1.347 0.420 3.116  0.372
H14 -0.818 -0.845 1.990  0.270

B) Below is a structure of composition C8H14O, with properties calculated with ωB97M-V/def2-TZVPD.

Computed properties:
**HOMO-LUMO gap**: 7.66 eV
**Multiplicity**: 1
**LUMO**: 0.7661 eV

Last column: Mulliken charge in e.
Geometry (Å):
C1 1.118 0.582 -1.399  -0.872
C2 0.670 -0.728 -0.870  1.248
C3 0.344 1.247 -0.571  0.409
C4 -0.213 -0.189 -0.122  -0.156
C5 1.090 -2.026 -1.240  -1.436
C6 -0.065 2.662 -0.532  -1.363
C7 -1.678 -1.866 1.070  -1.304
C8 -1.189 -0.409 0.975  -0.311
O1 1.915 1.588 1.295  -0.579
H1 2.234 2.056 2.043  0.286
H2 1.821 0.737 -2.221  0.395
H3 1.282 -2.731 -0.387  0.284
H4 2.037 -2.073 -1.844  0.387
H5 0.430 -2.490 -2.088  0.237
H6 0.458 3.273 -1.352  0.306
H7 0.143 3.142 0.379  0.319
H8 -1.117 2.812 -0.970  0.281
H9 -0.796 -2.479 1.009  0.279
H10 -2.423 -2.121 0.345  0.299
H11 -2.193 -2.054 1.972  0.425
H12 -1.036 0.004 1.989  0.367
H13 -2.144 0.122 0.683  0.215
H14 2.050 0.629 1.230  0.284

Which of them is the most stable, and which is the least stable? A) and B), in that order.